# C27H48Cl34N3

A 18-piece molecular cluster, C27H48Cl34N3 overall in a non-equilibrium geometry (the ωB97M-V functional and the def2-TZVPD basis, the OMol25 dataset).

- gap between HOMO and LUMO (eV) = 7.949
- energy (a.u.) = -16868.0290
- energy relative to the best compared isomer or geometry (same formula, charge and spin) (kcal/mol) = 16.96
- highest occupied orbital energy (eV) = -11.19
- strongest force on any atom (hartree/bohr) = 0.063

```
! wB97M-V def2-TZVPD RIJCOSX def2/J DEFGRID3
* xyz 1 1
N 1.70 -0.97 -1.63
C 1.28 0.20 -1.10
N 2.04 1.31 -1.04
C 1.38 2.56 -1.57
C -0.11 2.64 -1.13
C -0.71 1.27 -1.51
C -2.22 1.16 -1.44
C -2.96 2.16 -2.11
C -4.41 2.06 -2.08
C -4.98 0.99 -1.40
C -4.24 0.00 -0.76
C -2.86 0.11 -0.79
N -0.01 0.29 -0.61
H 1.82 -1.03 -2.64
H 1.84 -1.84 -1.10
H 2.85 1.13 -1.67
H 1.92 3.48 -1.32
H 1.37 2.50 -2.67
H -0.62 3.51 -1.57
H -0.08 2.68 -0.03
H -0.36 1.02 -2.54
H -2.41 2.95 -2.62
H -5.00 2.82 -2.59
H -6.08 0.91 -1.40
H -4.71 -0.86 -0.26
H -2.24 -0.65 -0.29
H -0.45 -0.63 -0.64
C 4.16 -3.81 -2.24
Cl 3.35 -4.68 -3.55
Cl 3.09 -3.64 -0.84
H 5.05 -4.37 -1.95
H 4.45 -2.83 -2.59
C 2.86 -2.14 2.92
Cl 1.63 -2.61 1.73
Cl 2.26 -2.37 4.57
H 3.74 -2.76 2.78
H 3.11 -1.10 2.78
C 2.53 -6.39 -0.11
Cl 1.57 -7.23 -1.34
Cl 1.70 -6.37 1.46
H 3.48 -6.91 0.01
H 2.69 -5.37 -0.43
C -1.99 6.28 0.13
Cl -2.93 5.09 1.05
Cl -1.69 5.72 -1.52
H -2.55 7.21 0.09
H -1.04 6.44 0.63
C -3.48 3.04 -6.21
Cl -4.79 2.58 -7.30
Cl -3.88 2.70 -4.52
H -2.59 2.47 -6.48
H -3.28 4.10 -6.33
C -5.41 8.35 1.45
Cl -5.80 9.33 0.03
Cl -3.72 8.57 1.94
H -6.05 8.65 2.27
H -5.57 7.31 1.20
C -1.97 8.72 5.30
Cl -0.91 8.57 3.89
Cl -1.99 10.37 5.93
H -2.98 8.44 5.01
H -1.61 8.05 6.08
C -1.87 -5.26 3.11
Cl -3.20 -4.38 3.89
Cl -0.76 -5.94 4.31
H -2.28 -6.07 2.52
H -1.32 -4.58 2.47
C 7.21 -4.32 -4.38
Cl 8.06 -4.52 -2.84
Cl 6.22 -2.85 -4.37
H 7.93 -4.25 -5.18
H 6.56 -5.18 -4.54
C 4.36 -8.23 -4.96
Cl 4.07 -8.21 -3.22
Cl 5.33 -6.84 -5.48
H 4.89 -9.14 -5.21
H 3.41 -8.20 -5.48
C -1.18 -1.71 2.61
Cl -1.47 -2.36 0.98
Cl -1.48 0.03 2.67
H -1.84 -2.21 3.31
H -0.14 -1.90 2.88
C 4.65 4.04 -3.26
Cl 4.31 2.33 -2.92
Cl 4.02 5.10 -1.99
H 5.72 4.17 -3.32
H 4.18 4.31 -4.20
C -7.08 -5.71 5.06
Cl -7.27 -7.47 5.23
Cl -7.77 -4.85 6.44
H -6.03 -5.48 4.99
H -7.60 -5.39 4.15
C -3.20 12.78 8.34
Cl -2.84 11.91 9.83
Cl -4.89 13.30 8.28
H -2.56 13.66 8.28
H -3.01 12.13 7.50
C 8.55 -6.93 -7.41
Cl 9.42 -7.11 -5.89
Cl 7.59 -5.45 -7.42
H 9.27 -6.89 -8.22
H 7.88 -7.78 -7.54
C 5.87 -1.24 5.82
Cl 5.83 -1.96 4.20
Cl 5.68 0.51 5.74
H 5.06 -1.66 6.40
H 6.82 -1.48 6.28
C -7.84 -3.76 1.08
Cl -7.96 -3.86 2.84
Cl -6.93 -2.33 0.56
H -7.34 -4.65 0.71
H -8.84 -3.70 0.67
*
```

---

# C8H15N2S

A 2-piece molecular cluster, C8H15N2S overall in a non-equilibrium geometry (the ωB97M-V functional and the def2-TZVPD basis, the OMol25 dataset).

- gap between HOMO and LUMO (eV) = 9.242
- energy (a.u.) = -821.1826
- energy relative to the best compared isomer or geometry (same formula, charge and spin) (kcal/mol) = 62.81
- highest occupied orbital energy (eV) = -12.75
- strongest force on any atom (hartree/bohr) = 0.091

```
! wB97M-V def2-TZVPD RIJCOSX def2/J DEFGRID3
* xyz 1 1
C -1.54 -0.02 -1.05
C -1.19 0.10 0.26
C 0.61 -0.16 -0.99
C -1.56 1.19 2.45
C -2.63 -1.10 1.88
C 3.63 0.40 -1.20
C -2.16 0.36 1.35
C 2.51 -0.04 -2.09
N 0.15 0.00 0.22
N -0.45 -0.19 -1.78
S 2.59 -1.57 -2.85
H -2.62 0.00 -1.35
H -2.03 1.19 3.40
H -1.33 2.23 2.21
H -0.65 0.66 2.65
H -1.84 -1.82 1.94
H -3.07 -1.50 1.01
H -3.23 -1.00 2.79
H 3.88 -0.30 -0.26
H 4.54 0.46 -1.94
H 3.45 1.32 -0.78
H -3.08 0.80 0.83
H 2.08 0.70 -2.62
H 0.57 0.38 1.05
H -0.46 -0.20 -2.75
H 3.82 -1.87 -2.35
*
```